Record 1
{
  "formula": "C22H30N4O2",
  "method": "ωB97M-V/def2-TZVPD",
  "molar_mass_da": 382.51,
  "largest_force_ha_per_bohr": 0.019,
  "e_above_lowest_kcal_mol": 48.7,
  "homo_lumo_gap_ev": 7.9,
  "lumo_energy_ev": -0.12,
  "total_charge": 0,
  "homo_ev": -8.048,
  "smiles": "C[C@@H]1CCC[C@@H](C)N1CCNC(=O)CCn1nc(-c2ccccc2)ccc1=O",
  "symbols": ["C", "H", "H", "H", "C", "N", "C", "H", "C", "N", "C", "O", "C", "H", "H", "C", "N", "N", "C", "C", "C", "C", "O", "H", "H", "C", "C", "C", "C", "C", "C", "H", "H", "H", "H", "H", "H", "H", "H", "H", "H", "H", "C", "C", "C", "C", "H", "H", "H", "H", "H", "H", "H", "C", "H", "H", "H", "H"],
  "positions_angstrom": [[-0.89366, 1.30616, -2.63293], [-0.67225, 2.09823, -3.34510], [-1.26353, 0.45184, -3.19608], [0.02802, 1.01846, -2.13447], [-1.95583, 1.74084, -1.62216], [-1.40499, 2.49406, -0.49824], [-0.55147, 3.61759, -0.84077], [-1.10491, 4.55346, -1.01781], [0.48849, 3.87033, 0.26489], [1.12125, 2.63719, 0.65652], [0.88376, 2.06499, 1.84860], [0.33705, 2.61497, 2.78296], [1.41064, 0.63167, 1.92856], [2.45762, 0.63696, 1.62083], [1.35562, 0.29069, 2.96151], [0.60070, -0.29333, 1.00252], [1.46913, -1.17608, 0.24538], [1.55388, -2.41090, 0.68616], [2.33853, -3.27382, 0.10039], [3.09481, -2.89589, -1.04823], [3.00228, -1.62544, -1.50476], [2.16730, -0.65948, -0.83371], [2.04085, 0.51736, -1.15289], [3.53903, -1.28061, -2.37511], [3.70703, -3.62459, -1.55644], [2.38097, -4.62577, 0.66604], [1.29165, -5.10230, 1.39507], [1.31347, -6.37185, 1.93780], [2.42313, -7.18402, 1.76539], [3.51385, -6.71519, 1.05282], [3.49603, -5.44564, 0.50527], [4.36462, -5.08686, -0.02664], [4.38534, -7.34032, 0.92522], [2.43991, -8.17728, 2.18846], [0.46279, -6.73209, 2.49706], [0.43330, -4.46173, 1.52218], [-0.07108, -0.92981, 1.57777], [0.02206, 0.30452, 0.29137], [1.49597, 2.06070, -0.09140], [0.02967, 4.28793, 1.16338], [1.23973, 4.57555, -0.10572], [-0.00870, 3.36921, -1.75136], [-2.42729, 2.83414, 0.49077], [-3.64324, 3.54660, -0.13127], [-4.21322, 2.77483, -1.31756], [-3.10200, 2.48707, -2.32189], [-3.48222, 1.88270, -3.14786], [-2.72391, 3.42522, -2.73566], [-4.64656, 1.83250, -0.97561], [-5.01133, 3.35396, -1.78889], [-4.40786, 3.68624, 0.63433], [-3.33572, 4.53821, -0.47375], [-1.95898, 3.52536, 1.19751], [-2.83585, 1.60965, 1.31150], [-3.33047, 0.85143, 0.71167], [-3.51647, 1.91854, 2.10081], [-1.95359, 1.17577, 1.77285], [-2.37338, 0.82803, -1.17928]]
}



Record 2
{
  "formula": "C4H6N4OS",
  "method": "ωB97M-V/def2-TZVPD",
  "molar_mass_da": 158.19,
  "largest_force_ha_per_bohr": 0.132,
  "e_above_lowest_kcal_mol": 95.4,
  "homo_lumo_gap_ev": 8.2,
  "lumo_energy_ev": -0.59,
  "total_charge": 0,
  "homo_ev": -8.761,
  "smiles": "CONC(=S)n1cncn1",
  "symbols": ["C", "C", "C", "C", "N", "N", "N", "N", "O", "S", "H", "H", "H", "H", "H", "H"],
  "positions_angstrom": [[2.37701, -1.45051, 1.30230], [2.11305, 0.64401, 1.31679], [0.32334, 0.76855, -0.45645], [-2.93225, 0.44089, -1.03115], [2.84034, -0.30234, 1.86409], [1.37629, -1.24702, 0.45753], [1.26092, 0.18241, 0.38998], [-0.75518, -0.49217, -0.89443], [-1.72876, -0.18837, -1.73530], [0.17277, 2.28382, -0.88599], [2.45820, -2.46101, 1.61673], [2.35893, 1.60175, 1.66660], [-2.63706, 0.61001, -0.02669], [-3.69888, -0.37882, -1.09586], [-3.31538, 1.30719, -1.55967], [-0.21333, -1.31837, -0.92850]]
}



Record 3
{
  "formula": "C33H28CaF5N7O3S",
  "method": "ωB97M-V/def2-TZVPD",
  "molar_mass_da": 737.77,
  "largest_force_ha_per_bohr": 0.019,
  "homo_lumo_gap_ev": 6.2,
  "lumo_energy_ev": -1.18,
  "total_charge": 0,
  "homo_ev": -7.386,
  "symbols": ["Ca", "C", "C", "N", "N", "C", "O", "C", "C", "C", "C", "C", "C", "C", "C", "C", "C", "C", "N", "H", "H", "H", "H", "H", "H", "H", "H", "H", "H", "H", "H", "O", "C", "O", "C", "C", "C", "C", "C", "C", "N", "C", "C", "C", "C", "C", "C", "N", "H", "H", "H", "H", "H", "H", "H", "H", "H", "H", "F", "C", "F", "C", "F", "F", "F", "C", "N", "C", "C", "N", "C", "S", "H", "H", "H", "H", "H", "H"],
  "positions_angstrom": [[-0.25606, -0.12707, 0.39358], [1.24566, -3.22526, -2.90932], [0.68852, -2.62761, -1.65538], [0.04970, -1.51380, -1.61062], [-0.22549, -0.90015, -2.79337], [-0.54736, 0.37096, -2.62256], [-0.43510, 1.04886, -1.55866], [-1.14237, 1.03677, -3.82452], [-2.12952, 1.99624, -3.62461], [-2.73657, 2.61020, -4.71006], [-2.33463, 2.29521, -6.00177], [-1.34082, 1.34514, -6.20490], [-0.76015, 0.70403, -5.12021], [0.87258, -3.31803, -0.36214], [1.87382, -4.27402, -0.19684], [2.01628, -4.90864, 1.02544], [1.14106, -4.58713, 2.05107], [0.18137, -3.61740, 1.80648], [0.04467, -2.98427, 0.64548], [0.71826, -2.80836, -3.76267], [1.15486, -4.31111, -2.90696], [2.30599, -2.97406, -3.01414], [-2.41015, 2.24962, -2.60938], [-3.51922, 3.34118, -4.54995], [-2.80082, 2.78098, -6.84997], [-1.03108, 1.09419, -7.21178], [-0.01078, -0.06455, -5.26303], [2.53577, -4.50882, -1.01876], [2.79357, -5.64771, 1.17082], [1.18883, -5.07045, 3.01718], [-0.51541, -3.33813, 2.58927], [-5.11009, -0.38621, 6.33397], [-3.86780, -0.63433, 6.79864], [-3.65634, -0.65661, 7.97743], [-2.77766, -0.69402, 5.77332], [-1.52200, -0.21305, 6.12481], [-0.48610, -0.22468, 5.21006], [-0.69644, -0.74503, 3.93488], [-1.95527, -1.22092, 3.58133], [-2.98742, -1.20403, 4.49873], [0.29217, -0.75664, 2.93135], [1.51777, -0.92186, 3.20838], [2.56290, -0.91966, 2.17343], [3.85363, -1.29507, 2.51361], [4.82398, -1.31953, 1.52073], [4.46607, -0.97638, 0.23115], [3.14785, -0.61536, -0.02503], [2.21796, -0.58182, 0.92340], [-5.08615, -0.16570, 5.39459], [-1.37960, 0.18992, 7.11855], [0.46886, 0.21411, 5.47054], [-2.12580, -1.57703, 2.57321], [-3.95681, -1.59008, 4.20805], [1.85855, -1.11383, 4.22977], [4.08747, -1.56162, 3.53586], [5.84164, -1.60221, 1.75574], [5.18623, -0.97022, -0.57512], [2.83440, -0.32296, -1.01892], [-1.05860, 1.64638, 1.81041], [-2.50297, 1.38184, 1.84165], [-2.55800, 0.41598, 0.73773], [-3.02565, 2.64290, 1.15315], [-4.32454, 2.50838, 0.84668], [-2.90119, 3.70168, 1.97101], [-2.38835, 2.98142, -0.00438], [2.29179, 2.91868, -4.13547], [1.37966, 3.46983, -3.15570], [0.23808, 4.20208, -3.45313], [-0.36182, 4.49722, -2.28956], [0.42290, 3.95173, -1.29218], [1.49068, 3.30266, -1.81323], [2.69502, 2.51027, -0.95174], [2.58140, 3.69181, -4.84591], [1.81779, 2.09384, -4.66769], [3.16969, 2.55655, -3.60741], [-0.05567, 4.40961, -4.46681], [-1.27768, 5.02020, -2.08402], [0.20011, 3.89497, -0.31357]]
}



Record 4
{
  "formula": "C3H9N3S",
  "method": "ωB97M-V/def2-TZVPD",
  "molar_mass_da": 119.19,
  "largest_force_ha_per_bohr": 0.034,
  "e_above_lowest_kcal_mol": 38.2,
  "homo_lumo_gap_ev": 8.3,
  "lumo_energy_ev": 0.77,
  "total_charge": 0,
  "homo_ev": -7.495,
  "smiles": "CN/C(=N/N)SC",
  "symbols": ["C", "C", "C", "H", "H", "H", "H", "H", "H", "H", "H", "H", "N", "N", "N", "S"],
  "positions_angstrom": [[1.40061, -0.35202, 1.66355], [0.23518, 0.66020, -0.38820], [-1.22876, -1.78069, -0.15759], [2.41002, -0.39533, 1.24676], [0.92825, -1.29761, 1.51510], [1.33098, 0.01182, 2.67505], [0.66061, 1.57077, 1.31356], [-1.46067, -1.24758, 0.77703], [-0.84637, -2.74285, 0.09577], [-2.12693, -1.96287, -0.74781], [-0.64795, 2.86561, -2.32058], [-1.05445, 1.23960, -2.38992], [0.62298, 0.62786, 0.93452], [0.13449, 1.81369, -0.87708], [-0.34917, 1.92988, -2.15012], [-0.00884, -0.94049, -1.19004]]
}



Record 5
{
  "formula": "C27H41As3BrFeN2O2",
  "method": "ωB97M-V/def2-TZVPD",
  "molar_mass_da": 786.15,
  "largest_force_ha_per_bohr": 0.032,
  "e_above_lowest_kcal_mol": 12.6,
  "homo_lumo_gap_ev": [4.7, 6.1],
  "lumo_energy_ev": [-8.23, -6.77],
  "total_charge": 2,
  "s2": 0.948,
  "homo_ev": [-12.919, -12.919],
  "spin_multiplicity": 2,
  "symbols": ["Fe", "O", "C", "C", "C", "C", "C", "C", "C", "O", "N", "N", "C", "C", "Br", "C", "C", "C", "C", "C", "C", "C", "H", "H", "H", "H", "H", "H", "H", "H", "H", "H", "H", "H", "H", "H", "C", "As", "C", "C", "C", "C", "C", "As", "C", "C", "C", "As", "C", "C", "H", "H", "H", "H", "H", "H", "H", "H", "H", "H", "H", "H", "H", "H", "H", "H", "H", "H", "H", "H", "H", "H", "H", "H", "H", "H", "H"],
  "positions_angstrom": [[0.24365, 0.51257, 0.79033], [-0.30003, -0.85374, -3.01127], [0.86956, -0.44746, -3.59878], [1.11233, -0.88430, -4.89488], [2.26282, -0.49690, -5.55510], [3.18388, 0.34282, -4.93753], [2.93601, 0.77998, -3.65137], [1.79249, 0.38038, -2.95622], [1.66627, 0.86936, -1.53450], [0.38416, 0.68224, -0.97570], [2.58929, 0.16482, -0.65386], [2.25105, 0.16294, 0.64559], [3.04070, -0.29573, 1.55303], [2.65044, -0.31970, 2.93627], [0.83147, 0.26456, 3.19700], [3.31255, -0.72305, 4.03026], [4.71668, -1.11247, 4.10228], [5.07697, -2.07766, 5.04798], [6.38891, -2.50527, 5.14131], [7.35639, -1.95841, 4.30845], [7.01566, -0.97062, 3.39212], [5.70475, -0.54141, 3.29189], [-0.37135, -0.35310, -2.18329], [0.37891, -1.52248, -5.36971], [2.43737, -0.84108, -6.56567], [4.07670, 0.65849, -5.45860], [3.63873, 1.45444, -3.17104], [1.90488, 1.94293, -1.51733], [3.48287, -0.18198, -0.96989], [4.01252, -0.70762, 1.29775], [2.75263, -0.79457, 4.95740], [4.32089, -2.50661, 5.69456], [6.66046, -3.25627, 5.87037], [8.38500, -2.28261, 4.39216], [7.77843, -0.52402, 2.76888], [5.46491, 0.28927, 2.63982], [-0.85077, -2.71766, -0.32864], [-1.41988, -1.18656, 0.69854], [-2.02129, -1.95331, 2.36917], [-3.02648, -0.68105, -0.26503], [-3.72493, 0.61915, 0.13085], [-3.90445, 0.70695, 1.65171], [-2.93489, 1.82880, -0.37133], [-1.29860, 2.32402, 0.55224], [-0.62033, 3.61264, -0.71434], [-1.82772, 3.39514, 2.07253], [-5.13092, 0.64245, -0.50218], [-5.58090, 0.38670, -2.43135], [-4.04570, 1.12212, -3.41600], [-5.14919, -1.51374, -2.67637], [-1.70093, -3.40030, -0.33003], [0.00452, -3.19948, 0.14167], [-0.59216, -2.42489, -1.34414], [-2.98131, -2.42705, 2.16873], [-2.13241, -1.20717, 3.15019], [-1.30271, -2.70664, 2.68794], [-3.70283, -1.53016, -0.13573], [-2.73763, -0.65846, -1.31818], [-2.94792, 0.71659, 2.18720], [-4.48277, -0.13834, 2.02806], [-4.43900, 1.61871, 1.92340], [-3.55897, 2.72593, -0.33330], [-2.62373, 1.69686, -1.40793], [-1.43822, 4.30143, -0.92271], [-0.31994, 3.09683, -1.62216], [0.22387, 4.16507, -0.30604], [-2.64706, 4.03023, 1.73766], [-0.98904, 4.01611, 2.38272], [-2.15039, 2.78249, 2.90949], [-5.60053, 1.59397, -0.23965], [-5.73791, -0.13183, -0.02170], [-3.94198, 2.19020, -3.22735], [-4.28427, 0.99631, -4.47188], [-3.09994, 0.60982, -3.22590], [-5.65713, -2.10877, -1.91690], [-4.08245, -1.73573, -2.66970], [-5.55008, -1.80510, -3.64625]]
}